{
  "formula": "C26H72F3O13",
  "method": "ωB97M-V/def2-TZVPD",
  "homo_energy_ev": -5.4,
  "de_lowest_kj_mol": 84.89,
  "total_charge": -1,
  "e_lumo_ev": 2.2,
  "gap_ev": 7.537,
  "symbols": ["C", "O", "O", "C", "F", "F", "F", "C", "C", "H", "H", "H", "H", "H", "H", "C", "C", "O", "H", "H", "H", "H", "H", "H", "C", "C", "O", "H", "H", "H", "H", "H", "H", "C", "C", "O", "H", "H", "H", "H", "H", "H", "C", "C", "O", "H", "H", "H", "H", "H", "H", "C", "C", "O", "H", "H", "H", "H", "H", "H", "C", "C", "O", "H", "H", "H", "H", "H", "H", "C", "C", "O", "H", "H", "H", "H", "H", "H", "C", "C", "O", "H", "H", "H", "H", "H", "H", "C", "C", "O", "H", "H", "H", "H", "H", "H", "C", "C", "O", "H", "H", "H", "H", "H", "H", "C", "C", "O", "H", "H", "H", "H", "H", "H"],
  "coordinates": [[14.2460, 2.9569, -15.5431], [13.0317, 3.1057, -14.7871], [14.6894, 4.1998, -15.7961], [15.2112, 2.1058, -14.6736], [15.7019, 2.7800, -13.6153], [14.6009, 0.9806, -14.2196], [16.2542, 1.6539, -15.3929], [11.8735, 2.8423, -15.5418], [10.6870, 2.9304, -14.5862], [10.5798, 1.9650, -14.0961], [10.7426, 3.7848, -13.9121], [9.7510, 3.1389, -15.1208], [11.8187, 1.8674, -16.0396], [11.6656, 3.5706, -16.3344], [14.0026, 2.4506, -16.4878], [6.4492, 2.0466, -15.2113], [6.4471, 3.5037, -15.7041], [5.0935, 3.9426, -15.9053], [5.6193, 1.4659, -15.6205], [6.3504, 1.8779, -14.1376], [7.3804, 1.5559, -15.5053], [6.9182, 3.5703, -16.6868], [6.8959, 4.1618, -14.9650], [4.7468, 3.4483, -16.6522], [18.6498, 2.9359, -16.8120], [18.2667, 4.1079, -15.9235], [17.4342, 4.9688, -16.6872], [17.7691, 2.4313, -17.2094], [19.2895, 2.1809, -16.3427], [19.1646, 3.2906, -17.7114], [19.1317, 4.6317, -15.5113], [17.7232, 3.6899, -15.0704], [16.5171, 4.7583, -16.4131], [12.1440, 2.4111, -11.2362], [13.6212, 2.3128, -10.7969], [14.2954, 3.4252, -11.3715], [11.7143, 1.4776, -10.8399], [12.0240, 2.2641, -12.3093], [11.6703, 3.3339, -10.9246], [14.0733, 1.3511, -11.0365], [13.4976, 2.4708, -9.7201], [14.6701, 3.0984, -12.2055], [8.8794, 0.2857, -12.3207], [8.3090, -1.1203, -12.2772], [6.9842, -1.0753, -12.8132], [8.2096, 0.9861, -11.8181], [9.2143, 0.5638, -13.3170], [9.7893, 0.4838, -11.7365], [8.3082, -1.5309, -11.2645], [8.9042, -1.7449, -12.9413], [6.4540, -0.5089, -12.2447], [12.3046, -1.2061, -12.5981], [13.0463, -1.2229, -11.2729], [14.4635, -1.1517, -11.4654], [12.2012, -0.2288, -13.0725], [11.2769, -1.5210, -12.3880], [12.7607, -1.8798, -13.3240], [12.8038, -2.1399, -10.7281], [12.6969, -0.3838, -10.6731], [14.7349, -2.0643, -11.5958], [8.1724, 6.9697, -16.7286], [9.4734, 6.7216, -15.9703], [10.4005, 7.7634, -16.2184], [7.3438, 6.3362, -16.4026], [8.2733, 6.9070, -17.8149], [7.7858, 7.9901, -16.6190], [9.8440, 5.7658, -16.3545], [9.3493, 6.6139, -14.8918], [11.1502, 7.3816, -16.6907], [9.7886, 3.0086, -19.1685], [8.9735, 4.0951, -19.8789], [7.5631, 3.8230, -19.8985], [10.6923, 3.3500, -18.6574], [10.0902, 2.3380, -19.9703], [9.2995, 2.5029, -18.3346], [9.2501, 4.1055, -20.9385], [9.2127, 5.1012, -19.5237], [7.1789, 4.5465, -20.4022], [8.3614, 3.7223, -10.9148], [7.3904, 3.7633, -12.0820], [6.0437, 3.7359, -11.6581], [9.3883, 3.8978, -11.2131], [8.2589, 2.7285, -10.4720], [7.9599, 4.4080, -10.1658], [7.6719, 2.9379, -12.7469], [7.5452, 4.6429, -12.7173], [5.4390, 4.0254, -12.3444], [12.0782, 6.4546, -19.0632], [13.2362, 6.3002, -18.1009], [12.7431, 5.8049, -16.8633], [11.6574, 5.4543, -19.1636], [12.3690, 6.8110, -20.0526], [11.3790, 7.1929, -18.6663], [13.8258, 7.2103, -17.9365], [13.9521, 5.5579, -18.4751], [13.5039, 5.3662, -16.4091], [15.8536, -0.7909, -17.6053], [15.0773, -1.8315, -16.8663], [13.8736, -2.1388, -17.6295], [15.3444, 0.1663, -17.7244], [15.9356, -1.0501, -18.6682], [16.8789, -0.7297, -17.2343], [14.7233, -1.5893, -15.8628], [15.6209, -2.7817, -16.7983], [14.0568, -2.9427, -18.1179], [18.6562, 0.9516, -12.3286], [18.1600, -0.0944, -11.3259], [18.3561, 0.1904, -9.9526], [18.7884, 0.5332, -13.3299], [19.6701, 1.3192, -12.1371], [17.9731, 1.7977, -12.3740], [18.5280, -1.1060, -11.5169], [17.0924, -0.1343, -11.5797], [17.5365, 0.5877, -9.6450]],
  "forces_ev_per_angstrom": [[-0.09, 2.97, -0.28], [-0.46, -1.42, -0.11], [1.17, -0.63, -0.19], [-0.79, -0.31, -0.91], [0.12, -0.31, -0.22], [0.06, 0.17, 0.39], [0.22, 0.25, 0.08], [-1.32, 0.68, 0.32], [-0.52, -0.03, -0.52], [-0.10, 0.27, 0.54], [0.49, -0.26, 0.31], [0.08, -0.35, -0.29], [0.55, -0.25, 0.19], [0.72, 0.31, -0.01], [0.15, -0.90, 0.13], [0.39, -0.29, -0.02], [-1.13, -1.05, -0.18], [0.00, 0.42, 0.44], [0.08, 0.17, -0.42], [0.05, 0.53, 0.09], [-0.03, -0.05, 0.00], [0.58, 0.08, 0.28], [0.12, 0.17, -0.21], [-0.01, -0.01, -0.01], [0.56, -0.16, -0.67], [-0.63, -0.80, -0.27], [0.02, 0.11, 0.60], [-0.18, 0.04, 0.33], [-0.04, 0.13, 0.18], [0.17, 0.13, 0.15], [0.07, 0.18, -0.29], [-0.06, 0.28, 0.08], [-0.20, 0.05, -0.08], [0.67, -2.12, -0.58], [-1.81, 1.75, -0.29], [0.72, -0.75, 0.24], [-0.71, 0.56, 0.42], [0.25, 0.46, -0.15], [-0.05, -0.06, 0.25], [0.08, 0.02, 0.04], [0.98, -0.18, 0.12], [-0.22, 0.55, 0.32], [1.05, 0.34, 0.94], [0.02, 0.85, -0.27], [0.06, -0.52, -0.02], [-0.39, 0.11, -0.67], [-0.77, 0.24, -0.19], [0.07, -0.78, 0.12], [0.04, -0.09, -0.01], [-0.20, -0.30, 0.11], [0.04, 0.05, -0.01], [-0.65, -0.07, 0.06], [0.01, -0.02, -0.59], [-0.30, 0.04, 0.40], [0.43, 0.13, 0.18], [0.02, -0.20, -0.21], [-0.07, -0.11, 0.05], [-0.05, 0.01, 0.05], [0.37, 0.02, 0.16], [0.29, 0.11, -0.10], [-0.72, 0.86, 0.12], [-0.19, -0.25, -0.85], [-0.05, 0.04, -0.18], [0.20, -0.29, -0.07], [0.32, -0.49, 0.05], [0.29, 0.05, 0.46], [0.34, -0.02, 0.25], [-0.29, 0.08, 0.03], [0.19, -0.14, 0.39], [0.02, 0.15, -0.13], [0.27, 0.13, -0.49], [0.24, 0.06, 0.61], [0.07, 0.54, -0.50], [0.04, -0.61, 0.50], [-0.62, -0.14, -0.44], [0.49, -0.01, 0.06], [-0.32, -0.03, 0.44], [-0.19, -0.08, 0.06], [-1.64, -0.28, 0.32], [0.89, 0.41, -1.31], [-0.06, -0.48, 0.74], [0.01, 0.16, 0.02], [0.34, 0.00, 0.11], [0.59, 0.26, 0.06], [-0.47, -0.23, 0.02], [0.15, 0.26, 0.29], [0.24, 0.00, -0.26], [0.37, 0.15, 0.14], [0.73, -0.62, 0.31], [-0.25, 0.58, -0.37], [-0.46, 0.21, -0.04], [0.23, -0.05, 0.03], [-0.33, -0.28, -0.08], [-0.27, 0.22, -0.14], [-0.01, 0.09, -0.25], [0.00, -0.49, 0.32], [0.48, 0.26, -0.90], [-1.17, -1.04, -0.67], [0.04, 0.05, 0.38], [0.13, 0.15, 0.90], [0.12, -0.63, 0.16], [-0.17, 0.52, 0.16], [0.31, 0.43, -0.08], [0.33, 0.29, 0.20], [-0.09, 0.02, -0.13], [1.12, -0.05, 0.12], [-0.84, -0.07, -1.17], [-0.11, 0.25, -0.06], [-0.60, -0.18, -0.01], [-0.14, 0.07, 0.50], [0.06, 0.04, -0.05], [0.40, 0.20, -0.03], [-0.09, -0.34, 0.47], [0.14, 0.09, 0.16]]
}